Entry from OMol25: C23H29NNiO5SeSi as an isolated structure (ωB97M-V/def2-TZVPD).

Positions of all 61 atoms, in Å:
Ni (-0.86, 1.76, -1.90)
O (-1.90, -1.63, -2.90)
C (-2.91, -1.24, -3.79)
C (-3.80, -0.12, -3.25)
N (-3.12, 1.15, -3.14)
C (-3.93, 2.15, -2.48)
C (-3.17, 3.46, -2.20)
O (-3.83, 4.49, -2.11)
O (-1.90, 3.37, -2.08)
C (-2.59, 1.61, -4.41)
C (-1.12, 1.23, -4.66)
O (-0.76, 1.03, -5.81)
O (-0.35, 1.17, -3.63)
H (-1.32, -0.87, -2.72)
H (-3.54, -2.12, -3.94)
H (-2.50, -0.96, -4.77)
H (-4.15, -0.41, -2.26)
H (-4.68, -0.04, -3.91)
H (-4.26, 1.76, -1.51)
H (-4.84, 2.41, -3.05)
H (-2.61, 2.70, -4.44)
H (-3.18, 1.25, -5.26)
C (0.89, -3.65, 2.15)
C (-0.26, -2.94, 2.48)
C (-0.69, -1.90, 1.68)
C (0.02, -1.53, 0.54)
C (1.17, -2.25, 0.21)
C (1.60, -3.29, 1.01)
C (-0.51, -0.44, -0.31)
C (0.15, 0.43, -1.08)
C (1.63, 0.53, -1.13)
C (2.34, 0.31, -2.31)
C (3.72, 0.39, -2.31)
C (4.41, 0.71, -1.15)
C (3.71, 0.97, 0.02)
C (2.32, 0.88, 0.04)
H (1.24, -4.46, 2.78)
H (-0.81, -3.20, 3.38)
H (-1.57, -1.33, 1.96)
H (1.73, -1.99, -0.68)
H (2.50, -3.83, 0.75)
H (-1.60, -0.37, -0.29)
H (1.79, 0.08, -3.21)
H (4.27, 0.21, -3.23)
H (5.50, 0.78, -1.16)
H (4.23, 1.23, 0.93)
H (1.77, 1.08, 0.95)
C (2.55, -0.65, 3.93)
Si (1.35, 0.53, 4.80)
C (2.30, 1.15, 6.33)
C (-0.02, -0.57, 5.52)
Se (0.62, 2.13, 3.50)
H (2.89, -1.47, 4.59)
H (3.43, -0.10, 3.59)
H (2.08, -1.09, 3.05)
H (2.65, 0.32, 6.95)
H (1.65, 1.79, 6.93)
H (3.16, 1.75, 6.02)
H (0.37, -1.25, 6.29)
H (-0.47, -1.18, 4.72)
H (-0.81, 0.05, 5.95)

Charge = -2
Orbital gap = 6.27 eV
Relative energy (zero: lowest compared OMol25 entry of this formula, charge and spin) = 0.0 kcal per mole
Energy = -5524.14530 hartree

natural (NBO) atomic charge list, values in e, 2 entries: number 1, Ni, carries 1.11; number 2, O, carries -0.74

---

Entry from OMol25: C26H41BrN6P2Pd as an isolated structure at a distorted geometry (ωB97M-V/def2-TZVPD).

Positions of all 77 atoms, in Å:
C (4.00, -3.80, 0.75)
C (3.67, -3.62, -0.61)
C (4.25, -4.48, -1.55)
C (5.21, -5.41, -1.11)
N (5.55, -5.52, 0.17)
C (4.98, -4.74, 1.10)
C (2.77, -2.52, -0.94)
C (2.18, -1.50, -0.36)
C (2.16, -0.54, 0.71)
C (0.95, 0.01, 1.21)
C (0.95, 1.29, 1.75)
C (2.14, 2.03, 1.83)
C (3.36, 1.41, 1.51)
C (3.39, 0.13, 0.98)
Pd (1.72, -1.60, -2.26)
P (-2.35, -0.26, 0.30)
H (3.95, -4.47, -2.60)
H (3.51, -3.22, 1.53)
H (5.72, -6.08, -1.81)
H (5.32, -4.88, 2.13)
H (4.33, -0.34, 0.69)
H (0.02, -0.56, 1.15)
H (4.26, 2.01, 1.61)
H (0.01, 1.72, 2.07)
C (-3.27, 1.31, -0.02)
C (-4.52, 1.25, -0.87)
H (-2.52, 1.98, -0.46)
H (-3.49, 1.71, 0.98)
H (-4.99, 2.24, -0.86)
H (-4.31, 1.01, -1.91)
H (-5.26, 0.54, -0.48)
C (-2.94, -1.42, -1.00)
C (-2.33, -2.81, -0.83)
H (-2.63, -1.00, -1.97)
H (-4.04, -1.46, -1.00)
H (-2.52, -3.41, -1.73)
H (-1.23, -2.75, -0.69)
H (-2.76, -3.35, 0.03)
C (-3.22, -0.84, 1.83)
C (-4.66, -1.31, 1.67)
H (-3.16, 0.01, 2.54)
H (-2.58, -1.64, 2.25)
H (-5.00, -1.70, 2.63)
H (-5.32, -0.47, 1.41)
H (-4.76, -2.10, 0.92)
Br (2.08, 3.81, 2.31)
P (1.15, 1.10, -3.03)
C (-0.48, 0.22, -2.67)
C (-1.65, 0.74, -3.53)
H (-0.63, 0.40, -1.59)
H (-0.36, -0.87, -2.86)
H (-2.54, 0.11, -3.37)
H (-1.93, 1.77, -3.28)
H (-1.41, 0.70, -4.60)
C (0.54, 2.72, -2.35)
C (1.33, 4.00, -2.65)
H (0.48, 2.59, -1.26)
H (-0.48, 2.88, -2.73)
H (0.98, 4.81, -1.99)
H (2.41, 3.92, -2.48)
H (1.17, 4.34, -3.68)
C (2.75, 1.28, -2.02)
C (3.92, 0.60, -2.69)
H (2.46, 0.87, -1.06)
H (2.97, 2.35, -1.89)
H (4.03, -0.44, -2.33)
H (3.77, 0.58, -3.79)
H (4.83, 1.18, -2.46)
N (-3.83, 1.65, 5.97)
N (-2.84, 2.08, 5.09)
N (-1.72, 2.65, 5.61)
C (-0.93, 2.61, 4.52)
N (-1.48, 2.02, 3.46)
N (-2.70, 1.60, 3.86)
H (-4.72, 1.62, 5.48)
H (-3.81, 2.23, 6.79)
H (0.07, 3.03, 4.52)

Spin multiplicity = 5
Charge = +4
Orbital gap (spin up / spin down) = 6.01 / 3.25 eV
Relative energy (zero: lowest compared OMol25 entry of this formula, charge and spin) = 84.4 kcal per mole
Energy = -4726.54612 hartree

Mulliken atomic charge list, values in e, 2 entries: number 1, C, carries -0.35; number 2, C, carries 0.53

---

Entry from OMol25: C25H26AuNO2S6Si as an isolated structure (ωB97M-V/def2-TZVPD).

Positions of all 62 atoms, in Å:
Au (0.21, -0.14, 1.58)
O (-0.51, -0.12, 3.46)
N (-1.75, 0.39, 3.59)
C (-2.33, 0.16, 4.79)
C (-3.57, 0.66, 5.07)
C (-4.22, 1.40, 4.09)
C (-3.61, 1.62, 2.88)
C (-2.33, 1.11, 2.62)
S (-1.52, 1.39, 1.12)
H (-1.73, -0.44, 5.46)
H (-4.01, 0.46, 6.03)
H (-5.21, 1.80, 4.27)
H (-4.09, 2.19, 2.09)
C (5.48, 1.52, 1.21)
S (4.07, 0.40, 1.14)
C (3.71, 0.18, 2.83)
C (2.74, -0.66, 3.26)
S (1.80, -1.71, 2.24)
S (2.47, -0.69, 4.99)
C (3.67, 0.46, 5.45)
S (3.99, 0.93, 6.98)
S (4.53, 1.09, 4.07)
H (5.75, 1.70, 0.17)
H (6.34, 1.07, 1.71)
H (5.22, 2.47, 1.67)
C (1.60, -2.77, -2.09)
C (1.24, -1.44, -2.76)
C (0.55, -1.71, -4.10)
C (2.52, -0.63, -3.00)
Si (0.12, -0.46, -1.59)
O (0.99, -0.27, -0.21)
C (-0.26, 1.24, -2.30)
C (-0.95, 1.45, -3.50)
C (-1.18, 2.73, -3.98)
C (-0.72, 3.83, -3.28)
C (-0.02, 3.65, -2.10)
C (0.21, 2.37, -1.62)
C (-1.47, -1.39, -1.22)
C (-2.71, -1.03, -1.75)
C (-3.86, -1.72, -1.42)
C (-3.81, -2.79, -0.54)
C (-2.59, -3.17, 0.00)
C (-1.44, -2.47, -0.34)
H (2.31, -3.32, -2.72)
H (0.73, -3.41, -1.96)
H (2.07, -2.62, -1.12)
H (1.16, -2.39, -4.70)
H (0.41, -0.80, -4.67)
H (-0.43, -2.19, -3.97)
H (3.19, -1.18, -3.66)
H (3.05, -0.45, -2.06)
H (2.31, 0.34, -3.45)
H (-1.32, 0.60, -4.07)
H (-1.73, 2.86, -4.91)
H (-0.90, 4.83, -3.66)
H (0.35, 4.51, -1.55)
H (0.78, 2.23, -0.71)
H (-2.78, -0.17, -2.42)
H (-4.81, -1.41, -1.85)
H (-4.71, -3.32, -0.28)
H (-2.54, -4.00, 0.69)
H (-0.49, -2.79, 0.10)

Orbital gap = 6.37 eV
Relative energy (zero: lowest compared OMol25 entry of this formula, charge and spin) = 0.0 kcal per mole
Energy = -3987.81006 hartree

natural (NBO) atomic charge list, values in e, 2 entries: number 1, Au, carries 1.21; number 2, O, carries -0.58

---

Entry from OMol25: one molecule with the formula C5H8OS2 at a distorted geometry (ωB97M-V/def2-TZVPD).

Positions of all 16 atoms, in Å:
C (-0.26, 2.10, 2.19)
C (-0.77, 0.64, 2.17)
C (-0.18, -0.17, 1.09)
S (1.28, -0.80, 1.18)
S (-1.25, -0.18, -0.30)
C (-0.27, -0.91, -1.65)
C (0.71, 0.02, -2.39)
O (0.79, -0.02, -3.60)
H (-0.78, 2.68, 1.40)
H (0.84, 2.10, 2.03)
H (-0.51, 2.63, 3.16)
H (-0.32, 0.21, 3.07)
H (-1.85, 0.51, 2.14)
H (0.26, -1.81, -1.32)
H (-1.03, -1.19, -2.36)
H (1.30, 0.70, -1.75)

Orbital gap = 8.69 eV
Relative energy (zero: lowest compared OMol25 entry of this formula, charge and spin) = 20.2 kcal per mole
Energy = -1066.89922 hartree

natural (NBO) atomic charge list, values in e, 2 entries: number 1, C, carries -0.59; number 2, C, carries -0.51

---

Entry from OMol25: a 2-piece molecular cluster, C5H8BrN overall at a distorted geometry (ωB97M-V/def2-TZVPD).

Positions of all 15 atoms, in Å:
C (0.24, 0.34, -1.03)
C (-0.41, -0.04, -0.01)
C (-2.82, -0.40, -0.63)
C (1.59, 0.91, -0.98)
C (-0.49, -0.19, 1.42)
N (-2.93, -1.32, -1.42)
Br (-3.81, 0.55, 0.75)
H (-0.32, 0.36, -1.93)
H (1.85, 1.04, 0.16)
H (1.62, 1.81, -1.60)
H (2.35, 0.35, -1.55)
H (0.53, -0.20, 1.91)
H (-0.99, 0.70, 1.89)
H (-1.12, -1.15, 1.43)
H (-3.62, -2.02, -1.54)

Spin multiplicity = 3
Orbital gap (spin up / spin down) = 7.43 / 7.86 eV
Relative energy (zero: lowest compared OMol25 entry of this formula, charge and spin) = 31.9 kcal per mole
Energy = -2823.85226 hartree

natural (NBO) atomic charge list, values in e, 2 entries: number 1, C, carries -0.35; number 2, C, carries 0.17

---

Entry from OMol25: C5H14N2 as an isolated structure at a distorted geometry (ωB97M-V/def2-TZVPD).

Positions of all 21 atoms, in Å:
N (0.98, 2.26, 0.75)
C (0.69, 1.07, 1.63)
C (-0.17, 1.64, 2.85)
C (-0.18, 0.14, 0.75)
N (-0.82, 0.52, -0.35)
C (0.13, -1.51, -2.68)
C (-0.98, -2.23, -1.91)
H (1.97, 2.19, 0.54)
H (0.54, 1.96, -0.19)
H (1.59, 0.45, 1.79)
H (-0.62, 0.80, 3.41)
H (-0.93, 2.20, 2.32)
H (0.39, 2.25, 3.57)
H (0.46, 0.02, -0.27)
H (-0.56, -0.82, 1.19)
H (0.69, -0.86, -1.96)
H (1.06, -2.08, -2.89)
H (-0.29, -0.90, -3.49)
H (-1.88, -2.56, -2.50)
H (-0.61, -3.07, -1.30)
H (-1.47, -1.47, -1.26)

Orbital gap = 8.85 eV
Relative energy (zero: lowest compared OMol25 entry of this formula, charge and spin) = 125.5 kcal per mole
Energy = -308.22307 hartree

Mulliken atomic charge list, values in e, 2 entries: number 1, N, carries -0.76; number 2, C, carries 0.25